# 1
10 unconnected molecules or ions with the total composition C27H41ClO28P2. Source: the Open Molecules 2025 dataset; level of theory: ωB97M-V/def2-TZVPD.

The geometry in XYZ format:
```
99
Properties=species:S:1:pos:R:3:forces:R:3
O 0.276335 -4.557872 -1.972957 -0.089 -0.544 -0.166
P 1.725390 -4.999537 -2.600959 -0.151 0.000 -0.216
P 2.627036 -5.677526 -0.583352 0.292 0.013 0.216
Cl 2.561770 -3.106490 -2.788959 0.311 0.180 0.116
H -0.423504 -4.858234 -2.566339 -0.147 0.308 0.165
H 1.774058 -6.818120 -0.734039 -0.023 0.032 0.001
H 3.917815 -5.653790 -1.176690 0.046 -0.054 0.050
H 2.215028 -4.470386 0.052989 -0.123 0.055 -0.143
H 3.140451 -6.198313 0.662862 -0.006 0.020 0.000
C 0.166898 -4.471224 3.213498 -0.156 0.092 -0.012
C 0.925556 -3.440529 4.026547 -0.057 0.037 -0.075
O 1.947821 -4.234446 4.649020 0.018 -0.012 0.005
C 2.138955 -5.346602 3.897585 0.201 -0.255 -0.006
O 3.030463 -6.124923 4.063255 -0.278 0.257 0.023
O 1.185930 -5.452962 2.953441 0.128 0.008 0.040
H -0.238815 -4.098406 2.278141 0.089 -0.053 0.004
H -0.628764 -4.949378 3.787241 0.026 -0.001 0.056
H 1.405272 -2.683988 3.400527 -0.020 -0.051 0.015
H 0.327098 -2.948681 4.788250 0.036 -0.064 0.056
C -2.972852 -1.884453 -1.812998 -0.105 0.378 0.006
C -3.242100 -1.129100 -0.524291 -0.360 0.412 -0.384
O -2.771735 -2.045499 0.469392 0.185 -0.227 0.042
C -1.847031 -2.838406 -0.105993 -0.032 0.007 0.068
O -1.134217 -3.580733 0.507263 -0.060 0.150 -0.143
O -1.831447 -2.676708 -1.441496 0.019 -0.227 0.201
H -2.707599 -1.228905 -2.637912 0.110 -0.015 0.025
H -3.786857 -2.544903 -2.106670 0.117 -0.026 0.042
H -2.667752 -0.207345 -0.442027 -0.252 -0.297 -0.134
H -4.294303 -0.910241 -0.363678 -0.036 -0.147 0.099
C -3.894151 4.324655 -0.443925 0.011 0.049 0.154
C -3.813142 3.108229 0.464074 0.129 0.107 -0.018
O -3.972643 2.033352 -0.469499 -0.123 -0.018 -0.024
C -3.604812 2.466054 -1.696612 0.184 -0.352 -0.093
O -3.447332 1.754743 -2.643154 -0.071 0.269 0.295
O -3.412786 3.800422 -1.686670 -0.041 0.010 -0.144
H -3.260472 5.149559 -0.130708 0.070 -0.030 -0.076
H -4.916021 4.678004 -0.586369 -0.020 -0.020 0.000
H -2.834474 3.014032 0.937215 0.008 -0.040 -0.011
H -4.589584 3.058382 1.221925 -0.072 -0.045 -0.085
C 1.976643 -0.597898 1.239450 0.121 -0.100 -0.125
C 2.287877 0.108619 -0.067734 0.213 -0.153 0.081
O 0.975428 0.316730 -0.606768 -0.280 0.154 -0.120
C 0.085474 0.315899 0.399447 0.084 -0.143 0.250
O -1.065396 0.632157 0.296087 0.687 0.285 0.174
O 0.671155 -0.090789 1.552238 -0.261 0.078 -0.181
H 2.668326 -0.364770 2.044419 -0.086 0.110 0.030
H 1.910025 -1.681012 1.116382 -0.039 0.008 -0.046
H 2.757444 1.078529 0.073541 0.090 0.077 0.021
H 2.877918 -0.484684 -0.760725 -0.109 -0.014 -0.050
C 2.039523 -6.213871 7.807578 0.091 0.045 -0.123
C 2.158264 -7.423018 6.898618 0.051 0.128 -0.111
O 1.965521 -8.505602 7.815222 -0.049 -0.019 0.089
C 1.272872 -8.049542 8.884459 -0.109 -0.169 0.198
O 0.809880 -8.734942 9.741670 0.142 0.213 -0.266
O 1.178908 -6.697093 8.842993 -0.030 -0.055 0.056
H 1.594988 -5.346123 7.328035 -0.073 -0.031 0.036
H 2.996621 -5.932362 8.249303 0.013 -0.014 -0.002
H 1.369414 -7.456854 6.145557 -0.010 -0.003 0.001
H 3.121675 -7.507644 6.406081 0.004 -0.088 0.054
C -8.351736 -4.183209 -1.418253 -0.104 0.083 -0.015
C -8.348843 -3.420481 -2.732567 -0.113 -0.049 0.030
O -6.952895 -3.180371 -2.935072 0.068 -0.023 0.016
C -6.252792 -4.113786 -2.249801 0.293 -0.064 -0.042
O -5.076398 -4.285900 -2.348654 -0.440 -0.006 0.041
O -7.070506 -4.818775 -1.438241 0.069 -0.008 -0.011
H -9.133336 -4.933875 -1.343195 0.071 -0.063 -0.034
H -8.397771 -3.520602 -0.552810 -0.004 0.017 -0.005
H -8.722317 -4.020911 -3.563080 -0.008 -0.017 0.007
H -8.883493 -2.475468 -2.697585 0.091 0.040 0.019
C -0.192545 3.425117 -1.940207 0.129 -0.075 0.014
C 1.305847 3.375028 -2.200368 -0.267 -0.200 -0.042
O 1.591591 4.739749 -2.548422 0.150 -0.037 -0.044
C 0.649456 5.526104 -2.003469 -0.052 0.329 0.012
O 0.704169 6.721607 -1.964127 -0.085 -0.391 0.035
O -0.364296 4.788891 -1.510874 -0.054 0.069 0.052
H -0.526260 2.746687 -1.158314 0.015 0.067 0.025
H -0.791380 3.266310 -2.837465 0.027 0.002 -0.010
H 1.890279 3.109557 -1.321545 -0.026 0.024 0.033
H 1.583598 2.721216 -3.022406 0.018 0.075 -0.037
C 6.055173 4.916436 -3.137594 0.110 0.025 -0.132
C 5.842778 3.899654 -4.246238 0.031 0.153 -0.068
O 5.406641 2.746872 -3.515417 -0.075 -0.055 0.099
C 4.880146 3.160061 -2.343780 -0.175 -0.070 0.158
O 4.266880 2.464257 -1.588015 0.208 0.144 -0.221
O 5.127458 4.469640 -2.143994 -0.024 -0.103 0.109
H 5.824518 5.938667 -3.423204 -0.104 -0.023 0.040
H 7.061617 4.871090 -2.719241 0.004 -0.010 -0.004
H 5.049787 4.195214 -4.933993 -0.011 0.012 0.008
H 6.741825 3.661338 -4.807184 0.007 -0.087 0.070
C 1.001385 10.797690 -1.548307 -0.064 -0.120 0.021
C 1.959218 9.681299 -1.922254 -0.140 0.008 0.113
O 2.724927 10.290760 -2.970156 0.050 0.045 -0.039
C 2.666491 11.633860 -2.828037 0.167 0.197 -0.137
O 3.328839 12.414654 -3.438111 -0.202 -0.246 0.188
O 1.745950 11.969984 -1.891292 0.054 0.041 -0.053
H 0.741953 10.821869 -0.493397 0.073 0.068 0.007
H 0.088846 10.776206 -2.146150 0.000 -0.014 -0.014
H 2.632673 9.424599 -1.102761 0.013 0.014 0.007
H 1.466478 8.783499 -2.278202 0.090 0.030 -0.109
```
Forces are in eV/Å.

Spin multiplicity: 1
Largest force on an atom in Eh/bohr: 0.0149
SMILES: OP([PH4])Cl.O=C1OCCO1.O=C1OCCO1.O=C1OCCO1.O=C1OCCO1.O=C1OCCO1.O=C1OCCO1.O=C1OCCO1.O=C1OCCO1.O=C1OCCO1
Total energy in eV: -117093.6830
Net charge: 0

***

# 2
8 unconnected molecules or ions with the total composition C27H41F3O24. Source: the Open Molecules 2025 dataset; level of theory: ωB97M-V/def2-TZVPD.

The geometry in XYZ format:
```
95
Properties=species:S:1:pos:R:3:forces:R:3
C -4.040306 2.890018 -2.167662 1.064 -0.203 0.020
C -3.772758 1.406759 -2.016194 0.077 0.051 0.380
O -5.108830 0.896778 -1.915577 0.034 -0.341 -0.299
C -5.894889 1.697798 -2.674331 0.151 0.408 0.137
O -6.968938 1.424679 -3.092721 -0.123 -0.092 0.088
O -5.275418 2.895274 -2.873181 -0.145 -0.017 -0.007
H -3.240247 3.364209 -2.734942 -0.312 0.138 -0.225
H -4.087992 3.392698 -1.200933 -0.412 -0.011 -0.011
H -3.195215 1.154812 -1.130940 -0.216 -0.001 0.117
H -3.285316 0.964125 -2.887655 -0.081 0.064 -0.093
C 1.219829 5.432084 -0.464168 0.377 0.121 -0.302
C 1.982651 4.133148 -0.823197 -0.754 0.877 0.343
O 0.932827 3.180898 -0.944327 -0.204 -0.345 -0.110
C -0.251913 3.709224 -0.586678 0.180 0.176 -0.254
O -1.281801 3.112076 -0.636894 -0.139 -0.048 0.179
O -0.112609 4.991980 -0.209740 -0.108 -0.116 0.135
H 1.200212 6.152377 -1.283166 -0.078 -0.108 -0.046
H 1.633044 5.940066 0.404689 -0.188 -0.140 0.146
H 2.619089 3.852923 0.010805 0.358 -0.285 -0.306
H 2.455726 4.225265 -1.793479 0.461 -0.211 0.149
C -8.179437 1.764111 0.776001 -0.166 -0.202 0.565
C -6.683598 1.854861 0.951240 0.003 0.148 -1.135
O -6.421243 2.689116 2.079792 -0.128 -0.125 0.164
C -5.182875 2.847294 2.524229 0.098 0.117 0.221
O -4.925816 3.512731 3.486406 0.105 0.024 0.072
O -4.284412 2.184125 1.784231 -0.149 -0.368 -0.346
C -2.978107 2.117318 2.326016 0.877 -0.032 0.321
H -8.407891 0.993642 0.040944 -0.068 0.256 -0.239
H -8.600632 2.733303 0.515565 0.009 -0.070 -0.303
H -8.680143 1.468461 1.702102 0.223 -0.082 0.048
H -6.250363 2.327859 0.061752 -0.034 0.082 0.127
H -6.195631 0.879823 0.983591 -0.096 0.013 0.592
H -2.972765 1.753814 3.352431 -0.201 0.190 0.042
H -2.473654 3.081828 2.272632 -0.143 0.067 0.091
H -2.391444 1.406268 1.747063 -0.312 -0.004 -0.271
C -0.384431 -2.632440 3.852499 0.417 0.099 -0.293
C -0.515696 -1.588947 4.937356 -0.044 -0.897 0.472
O -0.733803 -0.262115 4.465773 -0.077 0.116 -0.138
C 0.308085 0.421570 4.004805 -0.197 0.330 -0.040
O 1.447513 0.061749 3.917204 0.121 -0.131 0.065
O -0.160389 1.631307 3.648034 -0.253 -0.139 0.217
C 0.804245 2.617945 3.311223 0.236 -0.015 -0.700
H 0.553717 -2.540676 3.302362 -0.044 0.177 -0.002
H -1.211432 -2.583501 3.145027 -0.060 -0.078 0.032
H -0.351780 -3.617243 4.321227 -0.211 -0.013 0.020
H 0.333275 -1.652280 5.619942 0.152 0.371 -0.159
H -1.396637 -1.820308 5.534409 -0.099 0.233 -0.035
H 1.163683 2.447525 2.294854 0.092 -0.077 0.087
H 1.659793 2.592665 3.981156 -0.087 0.092 0.145
H 0.282087 3.570428 3.312650 -0.003 0.022 0.327
C 3.203458 -5.612345 -2.206955 0.428 0.424 0.196
C 1.698062 -5.610780 -2.199913 -0.282 0.164 -0.960
O 1.189772 -4.269838 -2.103903 -0.091 0.086 0.626
C 1.051733 -3.550215 -3.203986 0.193 -0.032 -0.043
O 1.312587 -3.880043 -4.330212 -0.098 -0.019 -0.028
O 0.572811 -2.359162 -2.825074 -0.179 -0.007 0.318
C 0.217033 -1.474713 -3.864411 0.348 0.675 -0.882
H 3.619712 -6.506489 -2.665311 -0.088 -0.173 0.180
H 3.615008 -5.473374 -1.205566 0.029 -0.169 -0.004
H 3.563903 -4.770161 -2.801276 -0.096 -0.052 -0.090
H 1.237231 -6.118582 -1.359352 0.125 -0.160 0.052
H 1.324472 -6.029841 -3.136755 -0.049 -0.111 0.129
H -0.207414 -0.575576 -3.422110 -0.132 -0.212 0.259
H -0.485799 -1.910178 -4.573810 -0.066 -0.151 0.174
H 1.093402 -1.148692 -4.434308 0.022 -0.219 0.096
C 0.022686 0.169487 0.034079 0.401 -0.002 -0.593
C 1.542050 0.242268 -0.137346 -0.199 0.260 0.592
O 1.978817 -1.010159 0.331237 0.125 -0.133 -0.309
C 0.932582 -1.858037 0.422095 -0.506 -0.128 -0.731
O 0.996565 -3.012035 0.685451 0.241 -0.108 0.333
O -0.214699 -1.237251 0.066171 0.035 0.199 0.753
F 2.090048 1.174995 0.712805 -0.037 0.027 -0.255
H -0.520846 0.576351 -0.812080 -0.020 0.171 0.082
H -0.250244 0.676936 0.961318 -0.188 -0.190 0.058
H 1.883163 0.467440 -1.145264 0.238 -0.218 0.042
C 6.512043 2.302103 -3.600562 0.160 -0.067 -0.384
C 5.563174 3.371473 -3.108695 -0.323 -0.117 0.162
O 4.315028 2.696539 -3.116662 0.061 0.007 0.302
C 4.546574 1.354697 -2.998696 0.235 0.159 -0.276
O 3.717517 0.553253 -2.739601 -0.172 -0.109 0.030
O 5.851103 1.090908 -3.227915 -0.096 0.058 0.167
F 5.486135 4.434543 -3.939921 0.046 -0.008 -0.083
H 7.506640 2.341737 -3.167904 -0.057 -0.078 0.141
H 6.583774 2.349563 -4.690026 0.008 0.051 0.045
H 5.752823 3.731905 -2.095585 0.085 0.108 -0.062
C 2.019396 -5.405196 1.963111 -0.097 0.495 -0.106
C 3.252000 -4.516506 1.834723 -0.334 0.124 -0.064
O 4.323316 -5.390762 2.024285 0.126 -0.168 -0.158
C 3.874920 -6.619228 2.413729 -0.281 -0.046 -0.083
O 4.564266 -7.557331 2.620249 0.179 0.020 0.134
O 2.526159 -6.619716 2.490167 0.125 -0.142 0.049
F 3.288921 -3.562486 2.817979 -0.022 -0.059 0.057
H 1.545051 -5.568267 0.997434 0.067 -0.112 -0.034
H 1.287414 -4.956723 2.628832 0.047 -0.088 0.125
H 3.320283 -4.007940 0.877308 0.181 0.030 0.057
```
Forces are in eV/Å.

Spin multiplicity: 1
Largest force on an atom in Eh/bohr: 0.0235
SMILES: O=C1OC[C@@H](F)O1.O=C1OC[C@@H](F)O1.O=C1OC[C@@H](F)O1.CCOC(=O)OC.CCOC(=O)OC.CCOC(=O)OC.O=C1OCCO1.O=C1OCCO1
Total energy in eV: -85957.8537
Net charge: 0